1.
Formula: C3H6N2S2
Source: OMol25
Level of theory: ωB97M-V/def2-TZVPD

Last column: Mulliken charge in e.
Atoms and positions in Å:
C  -0.123  -1.503  -0.152  -1.206
C  0.227  -0.077  -0.037  0.660
N  -0.610  0.888  -0.023  -0.241
N  -2.004  0.658  0.006  -0.685
C  1.735  0.280  -0.048  0.253
S  2.895  -0.846  0.067  -0.311
S  2.208  1.928  -0.040  -0.174
H  -0.426  -1.970  0.771  0.293
H  -1.010  -1.556  -0.866  0.340
H  0.786  -1.973  -0.481  0.387
H  -2.302  0.129  0.831  0.233
H  -2.365  1.602  0.116  0.286
H  0.987  2.439  -0.146  0.165

Results
- orbital gap (eV) = 8.16
- structure (SMILES) = C/C(=N\N)C(=S)S
- HOMO level (eV) = -8.8

2.
Formula: C22H21Cl5FMnN3O5P
Source: OMol25
Level of theory: ωB97M-V/def2-TZVPD

Last column: Mulliken charge in e.
Atoms and positions in Å:
Mn  -1.094  -0.991  -1.757  0.300
C  4.223  0.320  3.419  -1.850
C  2.986  -0.306  4.041  0.529
C  2.490  0.512  5.221  -0.931
C  1.300  -0.168  5.872  -0.990
C  0.221  -0.408  4.855  1.050
C  -1.100  -0.484  5.231  -0.692
C  -2.093  -0.699  4.279  0.005
F  -3.364  -0.766  4.696  -0.344
C  -1.806  -0.834  2.953  -1.071
C  -0.468  -0.757  2.545  0.728
C  -0.166  -0.904  1.123  1.822
O  -1.124  -1.092  0.326  -1.063
C  1.210  -0.822  0.772  -0.648
C  2.140  -0.605  1.761  -0.253
N  1.874  -0.462  3.055  0.235
C  0.546  -0.544  3.489  -0.733
C  1.755  -0.964  -0.619  0.283
O  2.956  -0.833  -0.832  -0.776
O  0.909  -1.260  -1.549  -0.704
H  4.928  0.541  4.220  0.435
H  3.979  1.257  2.916  0.397
H  4.734  -0.336  2.717  0.523
H  3.229  -1.313  4.395  0.136
H  2.221  1.515  4.877  0.336
H  3.308  0.618  5.933  0.367
H  0.904  0.429  6.693  0.464
H  1.618  -1.123  6.300  0.324
H  -1.382  -0.372  6.270  0.525
H  -2.582  -0.996  2.220  0.619
H  3.173  -0.544  1.455  0.644
Cl  -3.730  -1.766  -2.140  -0.160
C  -3.791  -0.008  -2.093  2.490
C  -2.566  0.639  -2.007  -2.471
C  -2.643  2.019  -1.924  1.287
Cl  -1.147  2.925  -1.780  -0.166
C  -3.844  2.730  -1.950  -0.385
Cl  -3.863  4.446  -1.876  -0.164
C  -5.043  2.022  -2.044  0.783
Cl  -6.537  2.860  -2.080  -0.156
C  -5.025  0.627  -2.107  -0.634
Cl  -6.488  -0.262  -2.202  -0.164
N  -1.608  1.176  -4.936  -0.078
C  -0.142  1.177  -4.612  -0.418
P  0.348  -0.588  -4.760  0.857
O  0.350  -1.000  -6.178  -0.758
O  -0.602  -1.294  -3.813  -0.730
C  2.062  -0.630  -4.097  -0.587
N  2.305  -2.041  -3.673  -0.187
H  -1.979  2.122  -5.021  0.411
H  -2.102  0.710  -4.159  -0.046
H  -1.781  0.650  -5.799  0.404
H  -0.047  1.545  -3.591  -0.017
H  0.371  1.834  -5.310  0.540
H  2.182  -0.048  -3.189  0.255
H  2.772  -0.349  -4.871  0.514
H  1.549  -2.292  -3.020  0.143
H  3.193  -2.131  -3.178  0.368
H  2.285  -2.680  -4.470  0.403

Results
- orbital gap (alpha / beta) (eV) = 8.42 / 8.59
- 2S+1 = 6
- <S²> = 8.7541
- HOMO level (alpha / beta) (eV) = -10.8 / -11.1
- charge = +1

It is found that the energy above the lowest of the compared OMol25 structures with the same formula, charge and spin values, taken in the order of the records, are 38.3 0.0 kcal per mole.